Density functional theory data (the ωB97M-V functional and the def2-TZVPD basis) for a single C18H12Cl2F3N3O2S2 molecule in a non-equilibrium geometry.

Positions of all 42 atoms, in Å:
O1 -2.57 -4.69 0.03
S1 -2.44 -3.31 -0.33
O2 -2.69 -2.90 -1.67
N1 -3.43 -2.48 0.76
N2 -3.88 -1.22 0.68
C1 -3.37 -0.39 -0.14
C2 -3.84 0.98 -0.18
C3 -4.86 1.42 0.68
C4 -5.30 2.73 0.63
C5 -4.73 3.61 -0.27
C6 -3.72 3.19 -1.13
C7 -3.28 1.89 -1.08
H1 -2.51 1.55 -1.75
H2 -3.29 3.89 -1.83
Cl1 -5.27 5.25 -0.33
H3 -6.08 3.07 1.29
H4 -5.29 0.72 1.38
H5 -2.58 -0.66 -0.85
H6 -4.00 -3.08 1.34
C8 -0.82 -2.75 0.13
C9 -0.45 -1.82 1.05
C10 0.95 -1.65 1.11
C11 1.62 -2.46 0.23
S2 0.52 -3.44 -0.69
C12 3.09 -2.54 0.01
C13 3.72 -1.18 -0.03
N3 4.63 -0.91 0.89
C14 5.22 0.27 0.91
C15 4.93 1.26 -0.01
C16 3.98 1.01 -1.00
C17 3.36 -0.23 -1.00
Cl2 2.18 -0.59 -2.20
H7 3.73 1.76 -1.73
C18 5.65 2.58 0.02
F1 4.90 3.59 -0.46
F2 6.77 2.56 -0.73
F3 6.03 2.93 1.25
H8 5.95 0.42 1.69
H9 3.29 -3.07 -0.92
H10 3.56 -3.10 0.83
H11 1.44 -0.97 1.77
H12 -1.15 -1.28 1.66

Summary:
SMILES: O=S(=O)(N/N=C/c1ccc(Cl)cc1)c1ccc(Cc2ncc(C(F)(F)F)cc2Cl)s1
energy: -3024.213689 hartree
LUMO energy: -0.03 eV
E_HOMO: -8.7 eV
HOMO-LUMO gap: 8.64 eV